Record 1
C3H3O2P | the ωB97M-V functional and the def2-TZVPD basis

The geometry in XYZ format:
```
9
Properties=species:S:1:pos:R:3:forces:R:3:mulliken_charge:R:1
C 1.457 1.274 0.049 1.3418 -8.7265 1.4738 -0.29
C 1.184 2.430 -0.111 -1.3227 5.4050 -0.6914 0.01
C -1.344 -0.269 0.017 -0.2340 0.3024 1.2388 -0.46
O 2.396 -1.507 -0.083 -1.2928 1.7395 1.0103 -0.50
O -0.116 -0.985 -0.155 2.5276 -0.0646 0.8871 -0.25
P 1.387 -0.447 0.146 -1.1195 0.8664 -2.7495 0.77
H -1.913 -0.427 -0.879 0.1887 0.7786 -0.9057 0.21
H -1.050 0.796 0.302 -1.1971 -1.3062 -0.4273 0.29
H -2.000 -0.865 0.713 1.1080 1.0055 0.1639 0.21
```
Positions in Å, forces in eV/Å.

Values from the calculation:
* net charge: 0
* highest occupied orbital energy: -0.380 Ha
* gap between HOMO and LUMO: 8.2 eV
* relative energy (zero: lowest compared OMol25 entry of this formula, charge and spin): 3.808 eV
* LUMO energy: -2.14 eV
* total energy: -16538.827 eV


Record 2
C3H3O2Tm | the ωB97M-V functional and the def2-TZVPD basis

The geometry in XYZ format:
```
9
Properties=species:S:1:pos:R:3:forces:R:3:mulliken_charge:R:1
C -2.015 0.561 0.668 4.5358 4.9423 0.2154 0.34
C -1.239 1.376 -0.027 -3.4780 -3.1574 -0.2756 -0.50
H -2.275 0.399 1.715 -1.5768 -1.4221 -0.2829 0.40
H -0.600 2.117 0.477 -0.1049 -0.1780 0.5482 0.37
H -1.267 1.415 -1.122 -0.0002 0.2037 -0.0431 0.37
O 0.185 -1.823 0.646 1.0770 1.6178 -1.0282 -0.12
C 1.076 -1.441 0.025 -2.0388 -2.9497 1.9888 0.82
Tm 4.065 -1.264 -1.790 -0.1264 -0.1885 0.1409 1.57
O 2.068 -1.341 -0.593 1.7123 1.1319 -1.2636 -0.26
```
Positions in Å, forces in eV/Å.

Values from the calculation:
* net charge: +3
* expectation value of S²: 3.7518
* highest occupied orbital energy (alpha / beta): -0.741 / -0.876 Ha
* gap between HOMO and LUMO (alpha / beta): 5.6 / 9.2 eV
* relative energy (zero: lowest compared OMol25 entry of this formula, charge and spin): 0.297 eV
* LUMO energy (alpha / beta): -14.61 / -14.65 eV
* multiplicity: 4
* total energy: -36744.839 eV


Record 3
C3H3O2V | the ωB97M-V functional and the def2-TZVPD basis

The geometry in XYZ format:
```
9
Properties=species:S:1:pos:R:3:forces:R:3:mulliken_charge:R:1
O 0.737 -0.686 -0.183 -0.5850 -1.1323 -0.3915 -0.75
V 2.319 0.027 0.117 1.6825 0.6807 0.3311 0.57
O -1.430 1.950 -0.065 0.3001 -1.4432 -0.2787 -0.42
C -1.031 0.835 -0.094 0.1901 1.7007 0.7976 0.48
C -0.515 -0.369 0.160 -2.5420 0.3041 -0.7203 0.30
C -1.598 -1.454 0.220 0.8293 -0.5830 0.3487 -1.04
H -1.695 -1.957 -0.755 -0.0407 0.1898 0.2325 0.25
H -2.577 -1.081 0.546 0.3561 0.0792 -0.1584 0.33
H -1.272 -2.219 0.943 -0.1905 0.2039 -0.1610 0.28
```
Positions in Å, forces in eV/Å.

Values from the calculation:
* net charge: 0
* expectation value of S²: 6.0128
* highest occupied orbital energy (alpha / beta): -0.254 / -0.285 Ha
* gap between HOMO and LUMO (alpha / beta): 7.0 / 8.0 eV
* relative energy (zero: lowest compared OMol25 entry of this formula, charge and spin): 0.000 eV
* LUMO energy (alpha / beta): 0.08 / 0.25 eV
* multiplicity: 5
* total energy: -32937.707 eV


Record 4
C3H3O2V | the ωB97M-V functional and the def2-TZVPD basis

The geometry in XYZ format:
```
9
Properties=species:S:1:pos:R:3:forces:R:3:mulliken_charge:R:1
O -0.283 -0.544 1.173 -0.2983 -2.0378 -0.2056 -0.12
V 0.382 -2.964 -1.931 0.4113 -1.9435 -2.2135 1.74
O 0.179 -1.798 -0.587 0.5455 0.5610 0.1948 -0.56
C -0.581 -1.372 0.254 -0.0700 1.6813 2.7321 0.56
C -0.310 0.842 0.878 -0.6917 2.1364 -1.2037 0.00
C 0.368 1.340 -0.150 -0.0552 -0.2213 0.5888 -0.58
H -1.067 1.337 1.480 0.1530 -0.1833 -0.1584 0.39
H 1.245 0.850 -0.574 -0.4819 -0.0730 -0.2355 0.29
H 0.067 2.310 -0.543 0.4872 0.0800 0.5011 0.27
```
Positions in Å, forces in eV/Å.

Values from the calculation:
* net charge: +2
* expectation value of S²: 6.0117
* highest occupied orbital energy (alpha / beta): -0.672 / -0.673 Ha
* gap between HOMO and LUMO (alpha / beta): 6.2 / 6.6 eV
* relative energy (zero: lowest compared OMol25 entry of this formula, charge and spin): 0.517 eV
* LUMO energy (alpha / beta): -12.09 / -11.74 eV
* multiplicity: 5
* total energy: -32916.901 eV


Record 5
C3H3O3Pr | the ωB97M-V functional and the def2-TZVPD basis

The geometry in XYZ format:
```
10
Properties=species:S:1:pos:R:3:forces:R:3:mulliken_charge:R:1
O -0.573 1.654 1.324 -0.5365 -3.4807 1.8655 -0.27
Pr 0.397 -0.926 -2.074 0.3993 -0.5015 -0.6345 1.81
O 0.576 0.019 0.329 -1.1225 -2.0015 2.3924 -0.41
C -0.113 0.551 1.151 2.0165 6.1006 -3.9775 0.93
O -2.274 -0.165 0.556 -2.5243 2.6521 -2.0102 -0.23
C -2.388 -0.984 -0.471 0.7352 1.4943 0.3892 -0.13
H -2.788 -1.944 -0.096 0.0949 0.0023 0.2313 0.30
C -2.538 1.404 0.113 1.2964 -5.4469 1.5461 0.26
H -2.186 1.669 -0.885 -0.2300 0.2476 0.0019 0.36
H -3.286 1.687 0.847 -0.1290 0.9336 0.1957 0.37
```
Positions in Å, forces in eV/Å.

Values from the calculation:
* net charge: +3
* expectation value of S²: 3.7517
* highest occupied orbital energy (alpha / beta): -0.788 / -0.856 Ha
* gap between HOMO and LUMO (alpha / beta): 5.1 / 6.9 eV
* relative energy (zero: lowest compared OMol25 entry of this formula, charge and spin): 7.294 eV
* LUMO energy (alpha / beta): -16.36 / -16.37 eV
* multiplicity: 4
* total energy: -23328.907 eV


Record 6
C3H3O4Pr | the ωB97M-V functional and the def2-TZVPD basis

The geometry in XYZ format:
```
11
Properties=species:S:1:pos:R:3:forces:R:3:mulliken_charge:R:1
O 2.469 -1.719 0.594 -6.2509 1.2040 -2.5034 0.07
C 1.475 -1.238 0.173 8.8372 -1.7152 2.8942 0.42
C 1.267 0.241 -0.123 -3.0638 1.8376 -0.9405 -0.19
H -0.018 -1.422 0.709 -5.2726 1.6713 0.6742 0.42
H 1.468 0.766 0.823 0.1387 -0.4057 0.1589 0.38
H 1.947 0.586 -0.911 0.2078 -0.5311 -0.0871 0.37
O -0.058 0.535 -0.592 2.8361 1.1519 -0.2209 -0.27
C -1.156 0.181 0.005 -2.5452 -2.2950 -1.8575 0.86
O -1.154 -0.881 0.742 4.6783 -2.2515 0.9965 -0.36
O -2.243 0.554 -0.448 0.4434 1.7109 0.8918 -0.60
Pr -3.997 2.396 -0.972 -0.0090 -0.3771 -0.0064 1.90
```
Positions in Å, forces in eV/Å.

Values from the calculation:
* net charge: +3
* expectation value of S²: 3.7516
* highest occupied orbital energy (alpha / beta): -0.738 / -0.888 Ha
* gap between HOMO and LUMO (alpha / beta): 4.0 / 8.1 eV
* relative energy (zero: lowest compared OMol25 entry of this formula, charge and spin): 1.064 eV
* LUMO energy (alpha / beta): -16.05 / -16.04 eV
* multiplicity: 4
* total energy: -25381.821 eV


Record 7
C3H3OP | the ωB97M-V functional and the def2-TZVPD basis

The geometry in XYZ format:
```
8
Properties=species:S:1:pos:R:3:forces:R:3:mulliken_charge:R:1
C -1.579 0.170 -0.058 1.9989 -0.5482 0.8053 -0.53
C -2.757 0.540 0.016 3.4602 -1.4140 -0.7581 -0.03
C 0.297 -0.507 0.007 -4.6994 0.7669 1.1457 -0.11
O 2.821 -0.011 -0.028 -3.5363 -2.2024 2.5957 -0.47
P 1.355 0.756 0.053 0.2450 -0.1426 -0.9151 0.13
H 0.234 -1.534 0.435 0.1831 0.8629 -0.9964 0.34
H -3.755 0.633 -0.311 -0.5696 0.3504 0.2428 0.36
H 3.435 0.442 -0.499 2.9183 2.3269 -2.1199 0.31
```
Positions in Å, forces in eV/Å.

Values from the calculation:
* net charge: 0
* highest occupied orbital energy: -0.352 Ha
* gap between HOMO and LUMO: 9.4 eV
* relative energy (zero: lowest compared OMol25 entry of this formula, charge and spin): 4.494 eV
* LUMO energy: -0.20 eV
* total energy: -14490.528 eV


Record 8
C3H3OP | the ωB97M-V functional and the def2-TZVPD basis

The geometry in XYZ format:
```
8
Properties=species:S:1:pos:R:3:forces:R:3:mulliken_charge:R:1
O -2.301 -0.758 -0.095 -0.6334 -1.0849 0.9749 -0.50
P -1.808 0.811 0.004 -0.3245 0.7149 -0.0798 -0.27
C -0.179 0.586 0.037 1.6031 0.3317 -0.3736 0.20
C 1.171 1.127 -0.004 -0.4526 -2.2685 -0.6946 -0.07
C 1.022 -0.229 -0.019 0.1407 2.2650 1.5497 -0.32
H -2.481 -1.109 0.801 0.0319 0.1667 -0.8290 0.31
H 1.775 2.042 -0.114 -0.3507 -0.8478 0.3453 0.34
H 1.378 -1.214 0.326 -0.0146 0.7229 -0.8929 0.30
```
Positions in Å, forces in eV/Å.

Values from the calculation:
* net charge: 0
* highest occupied orbital energy: -0.284 Ha
* gap between HOMO and LUMO: 8.3 eV
* relative energy (zero: lowest compared OMol25 entry of this formula, charge and spin): 2.657 eV
* SMILES: OP=c1cc1
* LUMO energy: 0.61 eV
* total energy: -14492.365 eV


Record 9
C3H3OS2 | the ωB97M-V functional and the def2-TZVPD basis

The geometry in XYZ format:
```
9
Properties=species:S:1:pos:R:3:forces:R:3:mulliken_charge:R:1
C -0.293 -1.926 -0.266 0.3172 -0.4224 -0.3930 -0.82
C 0.224 -1.162 0.701 0.0976 0.1184 0.1462 -0.29
C 0.061 2.982 -0.445 -0.7616 1.2684 1.1772 0.63
O -0.472 3.675 0.325 0.4852 -0.8720 -0.7247 -0.36
S 0.812 2.195 -1.547 0.2382 -0.5138 -0.3621 -0.33
S -0.603 0.006 1.638 -0.2666 0.6129 0.3796 -0.59
H 0.321 -2.639 -0.802 0.1072 -0.0910 -0.0512 0.27
H -1.330 -1.864 -0.551 -0.2607 0.0911 0.0107 0.24
H 1.282 -1.267 0.948 0.0435 -0.1916 -0.1828 0.24
```
Positions in Å, forces in eV/Å.

Values from the calculation:
* net charge: -1
* highest occupied orbital energy: -0.088 Ha
* gap between HOMO and LUMO: 5.5 eV
* relative energy (zero: lowest compared OMol25 entry of this formula, charge and spin): 0.614 eV
* LUMO energy: 3.07 eV
* total energy: -26878.396 eV


Record 10
C3H3PS | the ωB97M-V functional and the def2-TZVPD basis

The geometry in XYZ format:
```
8
Properties=species:S:1:pos:R:3:forces:R:3:mulliken_charge:R:1
C 1.521 0.459 -0.180 -1.9431 -0.7827 0.5186 -0.23
C 0.327 -0.323 -0.175 1.2670 1.1721 -0.4034 0.65
C -1.125 0.101 0.076 2.6902 2.2055 -1.9491 -1.05
P 2.889 1.190 0.072 -0.4131 -0.1806 -0.2988 -0.24
S 0.648 -1.960 -0.276 0.2482 -1.1106 -0.1609 -0.12
H -1.776 -0.662 0.235 -1.6140 -2.7625 -0.0174 0.42
H -1.505 0.710 -0.813 0.4790 -0.1979 1.7881 0.26
H -0.980 0.484 1.061 -0.7141 1.6567 0.5229 0.31
```
Positions in Å, forces in eV/Å.

Values from the calculation:
* net charge: 0
* expectation value of S²: 2.0426
* highest occupied orbital energy (alpha / beta): -0.262 / -0.344 Ha
* gap between HOMO and LUMO (alpha / beta): 7.7 / 6.9 eV
* relative energy (zero: lowest compared OMol25 entry of this formula, charge and spin): 0.098 eV
* LUMO energy (alpha / beta): 0.54 / -2.49 eV
* multiplicity: 3
* total energy: -23279.428 eV


Values for M, g/mol, ordered as above
102.0, 240.0, 122.0, 122.0, 228.0, 244.0, 86.0, 86.0, 119.2, 102.1